Entry 1:
The following is a quantum chemistry calculation of the molecule C18H19ClN4O2 in a non-equilibrium geometry, from the OMol25 dataset.

Structure (XYZ):
```
44
C18H19ClN4O2, DFT wB97M-V/def2-TZVPD
C 3.0494 2.3131 0.9267
C 1.9007 1.4389 1.2523
N 0.8537 1.8360 1.9181
O 0.0497 0.7697 2.0600
N 0.5849 -0.3189 1.4851
C 1.7237 0.0410 0.9629
C 2.6405 -0.8567 0.1909
C 3.0623 -2.0622 1.0386
C 1.8658 -3.0050 0.8946
C 1.2631 -2.6495 -0.4715
N 2.0424 -1.5137 -0.9526
C 1.4246 -0.6996 -1.9752
C 0.2156 0.0780 -1.5524
N -0.9060 -0.5458 -1.0844
C -1.7338 0.3982 -0.7494
C -3.0503 0.2683 -0.1653
C -3.7911 1.4249 0.0933
C -5.0486 1.3542 0.6544
C -5.5948 0.1200 0.9725
C -4.8780 -1.0370 0.7288
C -3.6133 -0.9690 0.1642
Cl -2.7639 -2.4314 -0.1152
O -1.2373 1.6330 -0.9905
C 0.0049 1.4300 -1.4984
C 0.8074 2.6145 -1.8910
H 3.9172 2.0085 1.5113
H 3.3047 2.2330 -0.1280
H 2.8055 3.3432 1.1698
H 3.4982 -0.2612 -0.1447
H 3.9554 -2.5028 0.5964
H 3.2702 -1.7966 2.0738
H 2.1671 -4.0489 0.9531
H 1.1394 -2.8058 1.6805
H 0.2035 -2.3973 -0.3739
H 1.3676 -3.4614 -1.1974
H 2.1804 -0.0059 -2.3584
H 1.1380 -1.3810 -2.7824
H -3.3557 2.3807 -0.1541
H -5.6038 2.2597 0.8458
H -6.5784 0.0574 1.4124
H -5.2901 -2.0028 0.9745
H 0.9321 3.2835 -1.0401
H 1.7812 2.3009 -2.2557
H 0.2958 3.1661 -2.6795
```

SMILES = Cc1nonc1[C@H]1CCCN1Cc1nc(-c2ccccc2Cl)oc1C
energy relative to the best compared isomer or geometry (same formula, charge and spin) = 46.03 kcal per mole
HOMO level = -8.1 eV
frontier orbital gap = 8.633 eV
E = -41550.2433 eV

Entry 2:
The following is a quantum chemistry calculation of a 2-piece molecular cluster, C18H19F2 overall in a non-equilibrium geometry, from the OMol25 dataset.

Structure (XYZ):
```
39
C18H19F2, DFT wB97M-V/def2-TZVPD
C -1.8479 -0.3132 2.4939
C -0.7706 -0.0931 1.4137
C 0.6479 0.0067 1.9411
C 1.3819 -1.2769 2.2235
C 1.2271 1.2004 2.1593
H -2.8397 -0.3407 2.0295
H -1.7047 -1.2607 3.0320
H -1.8522 0.4946 3.2402
H -0.7978 -0.9460 0.7177
H -1.0030 0.8253 0.8548
H 0.7753 -2.1264 1.8887
H 2.3537 -1.3050 1.7085
H 1.5802 -1.3896 3.3000
H 2.2595 1.2584 2.5098
H 0.7001 2.1196 1.9049
F 3.7913 -0.5728 6.5846
C 2.5012 -0.1505 6.3627
C 1.4613 -0.9440 6.8383
C 0.1524 -0.4936 6.6133
C -0.0868 0.6962 5.9453
C 0.9840 1.5091 5.4474
C 0.6304 2.6812 4.7158
C 1.4051 3.8031 4.2948
C 0.6893 4.9198 3.7493
C 1.3455 6.0206 3.2256
C 2.7473 6.0901 3.2173
C 3.4414 5.0225 3.7837
F 4.8153 5.0828 3.7968
C 2.8260 3.9162 4.3515
C 2.3102 1.0538 5.7005
H 1.6651 -1.8632 7.3806
H -0.6817 -1.0852 6.9916
H -1.1126 1.0481 5.8125
H -0.4438 2.7786 4.5190
H -0.4018 4.8911 3.7581
H 0.7751 6.8563 2.8203
H 3.2756 6.9454 2.8066
H 3.4389 3.1549 4.8173
H 3.1731 1.6229 5.3817
```

energy relative to the best compared isomer or geometry (same formula, charge and spin) = 3.65 kcal per mole
HOMO level = -12.1 eV
frontier orbital gap = 5.758 eV
total charge = +1
E = -24400.8096 eV

Entry 3:
The following is a quantum chemistry calculation of a 3-piece molecular cluster, C18H19F2O8 overall in a non-equilibrium geometry, from the OMol25 dataset.

Structure (XYZ):
```
47
C18H19F2O8, DFT wB97M-V/def2-TZVPD
C 7.0223 1.0292 2.9778
C 5.3568 1.1430 2.8813
F 4.9505 1.0990 1.4580
C 4.7777 -0.0902 3.8037
C 3.3688 -0.7017 3.2313
C 2.2101 0.4076 2.8969
C 2.1641 1.6972 3.9074
F 2.6572 2.8882 3.1334
H 7.5372 1.8761 2.3482
H 7.4004 -0.0382 2.6280
H 7.3984 1.1371 4.1047
H 5.0908 2.1529 3.4267
H 4.5688 0.4109 4.8669
H 3.5722 -1.2941 2.2221
H 2.9407 -1.5134 3.9915
H 1.1648 -0.1534 3.0291
H 2.2182 0.7485 1.7528
H 2.7099 1.5477 4.9322
H 1.0172 1.8782 4.1730
C -1.8891 -1.0401 0.6541
C -1.7846 -1.3995 1.9350
C -2.9770 -1.4438 2.8259
O -2.8527 -1.7962 3.9935
C -4.2763 -1.0511 2.2582
C -4.3801 -0.6885 0.9783
C -3.1925 -0.6708 0.0808
O -3.3226 -0.3506 -1.0959
O -5.5977 -0.3157 0.4390
O -0.5624 -1.7453 2.4816
H -1.0310 -1.0056 -0.0053
H -5.1317 -1.0707 2.9213
H -5.4116 -0.0998 -0.5008
H -0.7495 -1.9669 3.4197
C -1.2108 0.5386 -5.4764
C -1.4522 0.3730 -6.7783
C -2.7650 -0.1360 -7.2631
O -2.9641 -0.2597 -8.4665
C -3.7843 -0.4794 -6.2592
C -3.5414 -0.3170 -4.9572
C -2.2388 0.2178 -4.4743
O -2.0517 0.3733 -3.2722
O -4.4939 -0.6404 -4.0082
O -0.4899 0.6699 -7.7259
H -0.2618 0.9098 -5.1103
H -4.7275 -0.8651 -6.6243
H -4.0802 -0.4325 -3.1421
H -0.9057 0.4676 -8.5922
```

HOMO level = -1.8 eV
frontier orbital gap = 1.626 eV
total charge = -1
E = -40783.3199 eV